Density functional theory data (ωB97M-V/def2-TZVPD) for a 8-piece molecular cluster, C60H58BrF2O31SSi overall.

Properties
HOMO, eV: -10.2
E, hartree: -8114.7017
Net charge: +1
Strongest force on any atom, eV/A: 1.75
LUMO, eV: -5.110
Gap between HOMO and LUMO, eV: 5.13

Last column: Löwdin charge in e.
CARTESIAN COORDINATES (ANGSTROEM)
C  6.95  2.08  7.50  -0.06
C  6.14  0.79  7.30  -0.25
O  6.77  -0.09  6.38  -0.12
C  6.27  -0.10  5.07  -0.20
C  7.15  0.63  4.09  -0.16
O  7.16  2.05  4.27  -0.14
C  6.43  2.75  3.31  -0.18
C  4.95  2.72  3.66  -0.12
O  4.31  3.91  3.11  -0.17
C  2.96  3.89  3.27  -0.40
S  2.48  5.56  3.94  0.84
Br  2.85  5.55  6.06  0.57
C  0.63  5.56  3.67  -0.76
F  0.45  5.36  2.37  0.12
F  0.30  6.82  3.96  0.09
C  -0.15  4.57  4.51  -0.19
C  -1.64  4.97  4.58  -0.20
Si  -2.81  3.53  5.00  0.60
C  -4.45  3.93  4.17  -0.16
C  -3.15  3.44  6.85  -0.16
C  -2.26  1.87  4.33  -0.25
C  -1.49  1.68  3.17  -0.11
C  -1.16  0.41  2.73  -0.08
C  -1.62  -0.72  3.41  -0.07
C  -2.37  -0.56  4.56  -0.07
C  -2.69  0.72  5.01  -0.09
H  6.97  2.37  8.54  0.07
H  6.53  2.88  6.90  0.05
H  7.97  1.90  7.16  0.08
H  6.06  0.25  8.23  0.11
H  5.14  1.05  6.97  0.10
H  5.24  0.26  5.01  0.11
H  6.25  -1.14  4.74  0.13
H  6.81  0.35  3.09  0.13
H  8.18  0.28  4.18  0.14
H  6.74  3.79  3.31  0.11
H  6.58  2.34  2.31  0.14
H  4.43  1.85  3.25  0.13
H  4.83  2.74  4.74  0.12
H  2.58  3.15  3.97  0.12
H  2.44  3.87  2.31  0.12
H  0.00  3.57  4.11  0.09
H  0.27  4.60  5.51  0.08
H  -1.74  5.70  5.37  0.08
H  -1.95  5.41  3.63  0.09
H  -4.28  3.87  3.09  0.04
H  -5.19  3.17  4.41  0.04
H  -4.79  4.93  4.40  0.00
H  -4.21  3.27  6.97  0.03
H  -2.94  4.40  7.30  0.03
H  -2.62  2.64  7.36  0.03
H  -1.14  2.54  2.61  0.09
H  -0.58  0.26  1.83  0.08
H  -1.40  -1.72  3.07  0.10
H  -2.75  -1.40  5.12  0.10
H  -3.29  0.83  5.90  0.09
C  -0.53  -2.96  -2.69  0.09
C  0.06  -2.02  -1.94  -0.22
C  -0.74  -1.03  -1.15  -0.30
O  -0.13  -0.22  -0.47  0.08
C  -2.19  -1.08  -1.22  0.09
C  -2.78  -2.02  -1.97  -0.20
C  -1.98  -3.03  -2.75  -0.27
O  -2.59  -3.86  -3.40  0.10
O  -4.10  -2.12  -2.09  0.07
O  1.38  -1.89  -1.84  0.11
H  0.02  -3.69  -3.27  0.11
H  -2.75  -0.35  -0.65  0.14
H  -4.29  -2.88  -2.69  0.11
H  1.52  -1.14  -1.23  0.11
C  -5.07  9.16  5.28  0.07
C  -5.72  10.29  5.58  -0.23
C  -6.92  10.30  6.50  -0.31
O  -7.44  11.37  6.73  0.12
C  -7.38  9.03  7.05  0.08
C  -6.73  7.90  6.74  -0.23
C  -5.52  7.90  5.84  -0.31
O  -4.98  6.83  5.63  0.07
O  -7.09  6.71  7.19  0.12
O  -5.38  11.47  5.11  0.13
H  -4.21  9.14  4.62  0.13
H  -8.25  9.04  7.69  0.14
H  -6.45  6.07  6.82  0.12
H  -6.01  12.11  5.49  0.13
C  -6.18  0.74  -5.45  0.07
C  -5.74  -0.26  -4.67  -0.23
C  -6.15  -1.69  -4.93  -0.29
O  -5.70  -2.57  -4.21  0.10
C  -7.05  -1.96  -6.03  0.08
C  -7.48  -0.96  -6.81  -0.24
C  -7.06  0.47  -6.56  -0.32
O  -7.48  1.32  -7.32  0.11
O  -8.30  -1.13  -7.83  0.12
O  -4.94  -0.05  -3.64  0.11
H  -5.89  1.77  -5.27  0.14
H  -7.34  -2.99  -6.20  0.14
H  -8.45  -0.24  -8.21  0.12
H  -4.75  -0.90  -3.18  0.08
C  -0.66  -8.27  -4.20  0.07
C  -1.09  -9.35  -4.87  -0.23
C  -2.50  -9.44  -5.38  -0.30
O  -2.81  -10.45  -6.00  0.08
C  -3.42  -8.36  -5.11  0.08
C  -3.00  -7.27  -4.44  -0.21
C  -1.56  -7.16  -3.94  -0.30
O  -1.23  -6.16  -3.35  0.11
O  -3.81  -6.26  -4.18  0.12
O  -0.33  -10.39  -5.14  0.12
H  0.35  -8.19  -3.83  0.13
H  -4.43  -8.45  -5.47  0.14
H  -3.33  -5.56  -3.70  0.08
H  -0.89  -11.02  -5.64  0.13
C  -4.67  -9.63  -10.41  0.07
C  -3.85  -10.15  -9.49  -0.23
C  -3.38  -11.58  -9.55  -0.31
O  -2.61  -11.97  -8.69  0.11
C  -3.87  -12.42  -10.63  0.07
C  -4.70  -11.91  -11.54  -0.24
C  -5.14  -10.47  -11.50  -0.32
O  -5.88  -10.08  -12.39  0.10
O  -5.19  -12.61  -12.56  0.12
O  -3.38  -9.44  -8.47  0.10
H  -5.01  -8.61  -10.38  0.13
H  -3.55  -13.45  -10.65  0.14
H  -5.76  -11.99  -13.06  0.12
H  -2.82  -10.05  -7.94  0.08
C  3.28  -2.48  -7.95  0.08
C  2.44  -3.11  -7.12  -0.23
C  2.34  -2.75  -5.66  -0.30
O  1.54  -3.36  -4.98  0.10
C  3.20  -1.70  -5.15  0.08
C  4.04  -1.07  -5.98  -0.23
C  4.13  -1.42  -7.44  -0.31
O  4.91  -0.78  -8.12  0.11
O  4.86  -0.11  -5.59  0.12
O  1.64  -4.09  -7.51  0.12
H  3.36  -2.73  -9.00  0.14
H  3.13  -1.46  -4.10  0.13
H  5.35  0.17  -6.39  0.12
H  1.14  -4.37  -6.72  0.12
C  9.79  4.06  3.93  0.08
C  9.38  5.31  4.14  -0.23
C  10.27  6.34  4.78  -0.31
O  9.82  7.47  4.91  0.11
C  11.60  5.94  5.20  0.08
C  12.01  4.68  5.00  -0.23
C  11.13  3.66  4.34  -0.30
O  11.57  2.54  4.18  0.12
O  13.21  4.24  5.35  0.13
O  8.17  5.76  3.80  0.09
H  9.16  3.31  3.48  0.12
H  12.23  6.69  5.67  0.14
H  13.25  3.30  5.09  0.12
H  8.17  6.71  4.06  0.12